Entry 1:
{
  "formula": "C2H3IO2S",
  "method": "the ωB97M-V functional and the def2-TZVPD basis",
  "homo_energy_ev": [-6.7, -9.5],
  "relative_energy_kcal_mol": 56.3,
  "spin_multiplicity": 3,
  "homo_lumo_gap_ev": [7.001, 6.417],
  "total_energy_ev": -25147.4476,
  "symbols": ["C", "C", "O", "O", "S", "I", "H", "H", "H"],
  "coordinates": [[1.6045, -0.6634, -0.0586], [0.4005, -0.4290, 0.1415], [-0.4578, -2.4569, 2.7407], [1.0255, -1.0819, 4.1912], [0.6955, -1.4539, 2.8576], [2.6831, -2.8933, 2.2370], [2.6166, -0.9330, 0.0201], [-1.0784, -2.6967, 3.4913], [-0.6310, -0.0898, 0.2102]],
  "forces_ev_per_a": [[-4.784, 0.975, 0.857], [3.286, -0.146, -1.121], [-3.141, -2.645, 0.614], [0.644, 0.593, 3.050], [-1.305, 2.939, -1.542], [2.829, -2.066, -0.569], [0.600, -0.097, -0.298], [1.094, 0.835, -0.923], [0.777, -0.388, -0.066]],
  "lowdin_spin": [0.03, 0.01, 0.16, 0.38, 0.62, 0.80, 0.00, 0.01, 0.00]
}

Entry 2:
{
  "formula": "C3H4N2O",
  "method": "the ωB97M-V functional and the def2-TZVPD basis",
  "homo_energy_ev": -9.2,
  "relative_energy_kcal_mol": 78.9,
  "homo_lumo_gap_ev": 9.915,
  "total_energy_ev": -8200.4656,
  "symbols": ["O", "C", "C", "N", "C", "N", "H", "H", "H", "H"],
  "coordinates": [[-1.1867, 1.7007, 0.5257], [-0.4293, 0.8109, 0.1607], [-0.9522, -0.6270, 0.0078], [0.1852, -1.5573, -0.0374], [1.2430, -0.9778, -0.1264], [0.8579, 0.8749, -0.1923], [-1.6207, -0.9002, 0.8236], [-1.5006, -0.7209, -0.9340], [2.1207, -0.3964, -0.1882], [1.2828, 1.7932, -0.0395]],
  "forces_ev_per_a": [[0.172, -0.109, -0.111], [-0.729, 0.180, -0.009], [-0.315, -0.053, 0.067], [0.855, 0.248, -0.111], [-1.235, 2.492, -0.017], [-0.883, -0.465, 0.206], [0.080, 0.015, -0.068], [0.011, -0.005, 0.128], [1.918, -1.773, -0.074], [0.127, -0.531, -0.012]],
  "nbo_charge": [-0.63, 0.62, -0.33, -0.36, 0.32, -0.82, 0.24, 0.24, 0.32, 0.40]
}

Entry 3:
{
  "formula": "C7H11N3O2S",
  "method": "the ωB97M-V functional and the def2-TZVPD basis",
  "homo_energy_ev": -8.4,
  "relative_energy_kcal_mol": 61.2,
  "homo_lumo_gap_ev": 8.514,
  "total_energy_ev": -26834.5736,
  "symbols": ["C", "C", "C", "C", "C", "C", "C", "N", "N", "N", "O", "O", "S", "H", "H", "H", "H", "H", "H", "H", "H", "H", "H", "H"],
  "coordinates": [[-4.4812, -0.0582, -0.2565], [-4.2265, 1.2091, 0.1597], [-3.4279, -0.9296, -0.5545], [-2.9280, 1.6114, 0.4514], [-2.0827, -0.5081, -0.3549], [-1.8678, 0.7566, 0.1766], [-0.5408, 1.2271, 0.4919], [0.3702, 0.5304, 1.0099], [4.8973, -1.9065, -0.7610], [3.9283, -1.5538, 0.2144], [5.1110, 0.9077, -0.0857], [2.7453, 0.3974, -0.6920], [3.8803, 0.2291, 0.4600], [-5.5937, -0.3031, -0.4804], [-5.0824, 1.8418, 0.3310], [-3.6525, -1.7699, -1.1846], [-2.5782, 2.5181, 0.8604], [-1.1987, -1.0095, -0.7346], [-0.3443, 2.3067, 0.6628], [1.8859, 0.1608, -0.4019], [0.0734, -0.3524, 1.2585], [5.1395, -1.0698, -1.3632], [5.7037, -2.2362, -0.2471], [4.2698, -1.9991, 1.0397]],
  "forces_ev_per_a": [[-1.632, -1.372, -1.167], [0.140, 1.264, 1.359], [1.078, 0.857, -0.534], [0.173, -1.143, -0.728], [-1.440, 0.030, -0.484], [-1.013, -0.154, -0.115], [0.386, 1.245, 1.699], [1.757, 1.710, 0.046], [0.367, 0.233, -1.504], [0.068, 1.623, -0.528], [-2.374, -1.811, 0.514], [2.480, 0.949, -1.161], [0.913, 0.295, -0.136], [2.232, 0.060, 0.346], [0.079, 0.383, 0.091], [0.108, -0.660, 0.320], [-0.590, 1.363, 0.343], [-0.353, -0.555, 0.099], [-0.293, -0.250, -1.306], [-1.470, -0.354, 1.110], [-0.777, -2.919, -0.001], [-0.191, -1.266, 1.115], [0.483, 0.441, -0.506], [-0.130, 0.030, 1.125]],
  "nbo_charge": [-0.19, -0.21, -0.20, -0.17, -0.19, -0.14, 0.14, -0.65, -0.67, -0.64, -0.92, -0.89, 1.54, 0.22, 0.22, 0.22, 0.21, 0.22, 0.19, 0.51, 0.33, 0.38, 0.34, 0.35]
}